# 1
{"formula": "C26H26AsBrCl4N2O4Pd", "method": "the ωB97M-V functional and the def2-TZVPD basis", "elements": ["Pd", "Cl", "C", "C", "Cl", "C", "Cl", "C", "O", "C", "O", "C", "Cl", "C", "O", "C", "C", "C", "Br", "C", "C", "C", "O", "C", "N", "C", "C", "C", "C", "C", "C", "N", "H", "H", "H", "H", "H", "H", "H", "H", "H", "H", "H", "C", "C", "As", "C", "C", "C", "C", "H", "H", "H", "H", "H", "H", "H", "H", "H", "H", "H", "H", "H", "H", "H"], "positions_angstrom": [[-1.1139, 0.1476, -0.2613], [-3.1185, 6.8103, -1.1342], [-2.1647, 5.3645, -0.9477], [-0.7907, 5.4196, -1.0311], [0.0190, 6.9331, -1.3241], [-0.0478, 4.2349, -0.8775], [1.6945, 4.2871, -0.9726], [-0.6344, 2.9897, -0.6452], [0.0652, 1.9067, -0.5043], [-2.0865, 2.9293, -0.5529], [-2.6631, 1.7999, -0.3340], [-2.7905, 4.1298, -0.7109], [-4.5303, 4.0424, -0.5941], [2.7940, 0.9712, 0.8297], [2.1374, -0.2320, 0.4946], [2.7636, -1.4022, 0.7130], [4.0182, -1.5350, 1.2583], [4.5701, -2.8188, 1.4072], [6.3166, -2.9690, 2.1775], [3.9047, -3.9403, 1.0151], [2.6175, -3.8143, 0.4553], [1.9937, -2.5503, 0.2976], [0.8115, -2.3881, -0.1884], [1.9311, -5.0225, 0.0253], [2.3653, -6.2663, 0.1447], [1.3748, -7.0369, -0.4236], [1.2885, -8.4196, -0.5805], [0.1629, -8.9448, -1.1951], [-0.8714, -8.1184, -1.6539], [-0.8068, -6.7406, -1.5093], [0.3226, -6.2201, -0.8912], [0.7133, -4.9429, -0.5852], [3.7341, 1.0695, 0.2747], [3.0062, 1.0155, 1.9045], [2.1069, 1.7600, 0.5355], [4.5804, -0.6654, 1.5655], [4.3307, -4.9282, 1.1200], [-0.0406, -0.9960, -0.1830], [2.0886, -9.0578, -0.2263], [0.0770, -10.0174, -1.3256], [-1.7369, -8.5633, -2.1300], [-1.6028, -6.0980, -1.8646], [0.2850, -4.0203, -0.7072], [-4.3610, -0.3794, 1.5820], [-4.2530, -1.2311, 0.3208], [-2.3897, -1.7117, -0.0532], [-2.6425, -2.8573, -1.6260], [-3.6102, -4.0221, -1.4588], [-2.0435, -3.0718, 1.3175], [-1.2830, -2.4899, 2.5046], [-5.3902, -0.0480, 1.7417], [-3.7347, 0.5084, 1.4782], [-4.0480, -0.9368, 2.4687], [-4.5758, -0.6432, -0.5415], [-4.8694, -2.1313, 0.3841], [-1.6444, -3.2049, -1.9037], [-2.9639, -2.1876, -2.4263], [-3.3084, -4.6801, -0.6415], [-3.6636, -4.6263, -2.3685], [-4.6198, -3.6708, -1.2401], [-1.4448, -3.8545, 0.8479], [-2.9943, -3.5190, 1.6197], [-0.3651, -2.0139, 2.1583], [-1.0217, -3.2682, 3.2259], [-1.8693, -1.7271, 3.0205]], "mulliken_charge": [-0.70, -0.26, 0.21, 0.11, -0.26, 0.24, -0.25, 0.21, -0.95, 0.02, -0.61, 0.09, -0.26, -0.70, 0.02, 0.33, -0.49, -0.37, -0.31, -0.68, -0.11, 0.86, -1.01, 0.52, -0.83, 0.17, -0.80, -0.36, -0.58, -0.62, 0.71, 0.33, 0.37, 0.36, -0.19, 0.47, 0.54, 0.63, 0.40, 0.35, 0.38, 0.43, -0.12, -1.08, -0.70, 0.88, -0.67, -1.26, -0.32, -1.17, 0.37, 0.16, 0.27, 0.41, 0.53, 0.34, 0.51, 0.25, 0.43, 0.33, 0.14, 0.55, 0.04, 0.42, 0.28], "gap_ev": 5.423, "lumo_energy_ha": 0.147, "charge": -2, "homo_energy_ha": -0.0527, "mol_weight_g_mol": 833.562, "de_lowest_kcal_mol": 0.00}

# 2
{"formula": "C6H11F9NO13S3V", "method": "the ωB97M-V functional and the def2-TZVPD basis", "elements": ["V", "O", "H", "O", "H", "O", "H", "C", "C", "O", "N", "H", "H", "C", "H", "H", "H", "H", "H", "H", "C", "F", "F", "F", "S", "O", "O", "O", "C", "F", "F", "F", "S", "O", "O", "O", "C", "F", "F", "F", "S", "O", "O", "O"], "positions_angstrom": [[5.9540, 14.7404, 11.0974], [7.2383, 15.7103, 9.7605], [7.8763, 15.7235, 10.5004], [4.7133, 14.8676, 9.2924], [3.8334, 14.4449, 9.2528], [4.6490, 13.6601, 12.3248], [4.6361, 12.6901, 12.4406], [1.6699, 15.8251, 11.1673], [1.4666, 14.4123, 10.6160], [0.4428, 14.0818, 9.9548], [2.5732, 13.3039, 10.8490], [3.1492, 13.2440, 10.0216], [3.2537, 13.6032, 11.5326], [1.9248, 12.0835, 11.5515], [2.2561, 16.3988, 10.4495], [2.3001, 15.8884, 12.0544], [0.8000, 16.4804, 11.2124], [1.2076, 12.4554, 12.2832], [2.8016, 11.6184, 12.0022], [1.5836, 11.4282, 10.7501], [8.8604, 14.9012, 14.6691], [9.5940, 15.8713, 15.2149], [9.4639, 13.7075, 15.0873], [7.6616, 14.9673, 15.1540], [8.8730, 15.0833, 12.7880], [9.1730, 16.4557, 12.3330], [9.8288, 14.0896, 12.2582], [7.5886, 14.5172, 12.4381], [5.5889, 19.3084, 12.5446], [6.9765, 19.4481, 12.4592], [5.2525, 20.2304, 13.5317], [5.0547, 19.6479, 11.3393], [5.1076, 17.5145, 13.0370], [5.3434, 16.6929, 11.8365], [5.9404, 17.0587, 14.1934], [3.6919, 17.6207, 13.3271], [4.8654, 11.4184, 8.4451], [4.8228, 11.1322, 7.1410], [3.8254, 12.2048, 8.7919], [4.8002, 10.2748, 9.1109], [6.6612, 12.2605, 8.8342], [7.6818, 11.1958, 8.6791], [6.8137, 13.3338, 7.9252], [6.5187, 12.7916, 10.1908]], "mulliken_charge": [1.54, -0.31, 0.30, -0.82, -0.01, -0.97, 0.10, -0.94, 0.84, -0.60, 0.73, -0.18, 0.34, -0.87, 0.27, 0.25, 0.40, 0.29, 0.38, 0.32, 0.66, -0.26, -0.27, -0.17, 1.19, -0.72, -0.69, -0.58, 0.54, -0.24, -0.24, -0.20, 1.12, -0.55, -0.68, -0.69, 0.45, -0.24, -0.43, -0.24, 1.06, -0.65, -0.62, -0.60], "gap_ev": [5.175, 5.458], "lumo_energy_ha": [0.155, 0.094], "charge": -2, "homo_energy_ha": [-0.0351, -0.1063], "multiplicity": 5, "mol_weight_g_mol": 623.275}

# 3
{"formula": "C22H34BGeN10V", "method": "the ωB97M-V functional and the def2-TZVPD basis", "elements": ["V", "C", "C", "N", "N", "C", "B", "N", "C", "C", "C", "N", "N", "C", "C", "C", "N", "N", "C", "C", "C", "N", "H", "H", "H", "H", "H", "H", "H", "H", "H", "H", "H", "H", "C", "C", "N", "C", "C", "N", "C", "C", "H", "H", "H", "H", "H", "H", "H", "H", "H", "H", "H", "H", "C", "Ge", "C", "C", "C", "H", "H", "H", "H", "H", "H", "H", "H", "H", "H"], "positions_angstrom": [[0.1748, -0.8994, -0.7673], [1.2313, 1.9568, -3.7419], [0.7109, 0.7148, -3.3772], [0.9364, 0.4654, -2.0881], [1.6068, 1.5431, -1.6005], [1.7907, 2.4451, -2.5821], [2.2444, 1.5611, -0.1844], [2.9214, 0.1662, 0.0656], [4.1584, -0.2285, 0.3968], [4.1610, -1.5931, 0.6004], [2.8418, -1.9683, 0.3849], [2.0874, -0.9107, 0.0689], [1.2532, 1.7244, 1.0562], [1.7559, 1.9514, 2.2848], [0.8336, 1.5957, 3.2395], [-0.2630, 1.1405, 2.5120], [0.0030, 1.2287, 1.2130], [3.1990, 2.7312, -0.1285], [4.5191, 2.8713, -0.4317], [4.8303, 4.2015, -0.3617], [3.6130, 4.8245, -0.0196], [2.6362, 3.9489, 0.1179], [1.2080, 2.4295, -4.7078], [0.1757, -0.0016, -3.9816], [2.3079, 3.3694, -2.3826], [4.9596, 0.4788, 0.5095], [4.9926, -2.2144, 0.8816], [2.4000, -2.9478, 0.4616], [2.7464, 2.3628, 2.3871], [0.9254, 1.6787, 4.3078], [-1.2318, 0.7995, 2.8345], [5.1371, 2.0424, -0.7291], [5.7881, 4.6581, -0.5428], [3.4128, 5.8740, 0.1335], [-1.2506, -3.1217, -1.4381], [-2.0936, -4.4271, -1.3514], [-2.5031, -4.6666, 0.0256], [-3.2205, -3.4967, 0.5292], [-2.2858, -2.2633, 0.5523], [-0.9775, -2.6041, -0.0659], [-0.3428, -3.6940, 0.7225], [-1.3209, -4.8878, 0.8544], [-1.7870, -2.3432, -1.9932], [-0.2951, -3.3094, -1.9403], [-1.5087, -5.2799, -1.6952], [-2.9778, -4.3533, -1.9831], [-3.5969, -3.7181, 1.5274], [-4.0828, -3.3176, -0.1138], [-2.0826, -1.9040, 1.5609], [-2.6996, -1.4301, -0.0111], [-0.0518, -3.2783, 1.6869], [0.5636, -3.9926, 0.1947], [-1.6465, -5.0143, 1.8866], [-0.8386, -5.8147, 0.5449], [-3.5229, 1.2828, -1.3898], [-2.7070, 1.4407, 0.3668], [-2.5764, 3.3018, 0.9248], [-3.8283, 0.5311, 1.6791], [-0.8598, 0.8331, 0.0639], [-4.4811, 1.8029, -1.4103], [-3.7032, 0.2407, -1.6639], [-2.8741, 1.7333, -2.1434], [-3.4950, 3.8410, 0.6883], [-1.7449, 3.7907, 0.4143], [-2.4104, 3.3799, 2.0006], [-4.7164, 1.1518, 1.8176], [-3.3484, 0.4379, 2.6547], [-4.1637, -0.4543, 1.3589], [-0.6370, 1.6027, -0.6831]], "mulliken_charge": [0.29, -1.19, -0.39, -0.28, 0.71, -0.28, 0.84, 0.49, -0.05, -1.43, -0.02, -0.17, -0.06, -0.27, -1.37, -0.14, 1.35, 0.40, -0.53, -0.83, -0.42, -0.93, 0.46, 0.45, 0.44, 0.46, 0.45, 0.23, 0.41, 0.48, 0.37, 0.56, 0.43, 0.46, -0.52, -0.97, -0.15, -1.09, 0.21, 0.47, -0.67, -0.94, 0.43, 0.57, 0.29, 0.34, 0.35, 0.37, 0.51, -0.59, 0.46, 0.39, 0.27, 0.40, -1.34, 0.62, -1.33, -1.26, -0.97, 0.44, 0.36, 0.40, 0.44, 0.40, 0.37, 0.46, 0.44, 0.36, 0.55], "gap_ev": [8.388, 8.635], "lumo_energy_ha": [-0.082, -0.085], "charge": 1, "homo_energy_ha": [-0.3902, -0.4021], "multiplicity": 4, "mol_weight_g_mol": 572.950, "de_lowest_kcal_mol": 13.47}